This record from the OMol25 dataset describes a 2-piece molecular cluster, C6H14 overall. The level of theory is ωB97M-V/def2-TZVPD.

XYZ file:
```
20
C6H14 | the OMol25 dataset | ωB97M-V/def2-TZVPD
C -1.78229 -0.89435 -2.04074
C -1.25098 -0.07043 -0.87057
C -0.32131 -0.86843 0.04279
C -0.08362 -0.33514 1.39525
C 1.16252 -0.86779 2.00763
C 1.32802 2.23556 0.29256
H -0.96293 -1.32099 -2.63207
H -2.39541 -0.28496 -2.71315
H -2.40112 -1.72747 -1.68551
H -0.70078 0.80056 -1.25073
H -2.07549 0.32414 -0.26629
H 0.57280 -1.23201 -0.50019
H -0.85046 -1.79498 0.36997
H 0.49765 1.84485 0.89221
H 1.73819 -0.00261 2.36533
H 0.89211 -1.40267 2.92811
H 1.81621 -1.50529 1.38809
H 2.09330 2.64876 0.95537
H 1.76618 1.43135 -0.30773
H 0.95742 3.02191 -0.37032
```

Its lowest unoccupied orbital energy is 0.5 eV. The calculation puts the gap between HOMO and LUMO at 8.7 eV. Its energy above the lowest of the compared OMol25 structures with the same formula, charge and spin is 368.40 kJ/mol. The HOMO energy comes out at -8.2 eV.

Atomic partial charges in e from the Löwdin method, atoms 1 to 5: -0.1225 -0.2824 -0.3105 -0.0409 -0.1709

=====

This record from the OMol25 dataset describes C30H75BFNO8S7Ta as an isolated structure in a non-equilibrium geometry. The level of theory is ωB97M-V/def2-TZVPD.

XYZ file:
```
124
C30H75BFNO8S7Ta | the OMol25 dataset | ωB97M-V/def2-TZVPD
C 4.56077 2.18415 5.29547
C 5.49427 2.05886 4.07668
C 4.82524 1.53393 2.81346
C 3.70740 2.42524 2.22301
C 4.30581 3.75193 1.76902
C 3.41961 4.60779 0.82904
C 4.34242 5.65900 0.15180
C 3.99829 6.13132 -1.26187
N 4.16074 5.19294 -2.39211
C 5.03187 4.04076 -2.20435
C 6.51985 4.40252 -2.09911
C 7.29634 3.21294 -1.50781
C 7.08219 1.88742 -2.26835
C 6.07625 0.94052 -1.60973
C 6.38814 -0.53875 -1.82108
C 5.24317 -1.42324 -1.28080
C 4.54820 -2.25361 -2.35842
C 2.97819 4.87531 -3.08530
S 2.64092 5.71444 -4.43615
S 1.85221 3.55528 -2.61990
C 0.55338 4.58816 -1.84237
C -0.50049 3.73350 -1.09299
C -0.54781 2.24301 -1.47494
Ta -2.37510 1.20589 -0.52858
F -1.75766 -0.64726 -1.13035
O -1.45144 0.94463 1.33480
B -1.47739 2.01869 2.16782
O -2.60492 2.72878 2.51716
O -0.26376 2.46750 2.71556
H 3.89446 1.32754 5.31965
H 5.12104 2.28330 6.21798
H 3.93085 3.06179 5.14741
H 6.32024 1.40401 4.35442
H 5.92481 3.03995 3.87810
H 4.47803 0.51175 2.96087
H 5.62400 1.50710 2.06842
H 2.96005 2.55430 3.00426
H 3.30293 1.86515 1.38171
H 4.55839 4.35966 2.63652
H 5.19871 3.50451 1.20659
H 2.64150 5.11084 1.39427
H 3.00414 3.92645 0.08656
H 5.37432 5.34802 0.24819
H 4.24740 6.55443 0.77178
H 2.95331 6.44002 -1.24258
H 4.55539 7.05028 -1.45602
H 4.72281 3.35424 -1.41247
H 4.95507 3.45879 -3.12423
H 6.65288 5.29309 -1.49214
H 6.92432 4.60192 -3.09079
H 8.35251 3.48513 -1.48689
H 6.99500 3.09667 -0.46879
H 6.72746 2.12644 -3.26887
H 8.04070 1.37226 -2.31017
H 5.07345 1.10778 -2.00776
H 5.99114 1.11042 -0.53710
H 6.48260 -0.72896 -2.88900
H 7.29421 -0.79570 -1.27393
H 4.48229 -0.79650 -0.81453
H 5.60759 -2.07983 -0.49272
H 4.46839 -1.71722 -3.30206
H 3.52328 -2.46809 -2.05547
H 5.02089 -3.22017 -2.52026
H 1.07824 5.23799 -1.14451
H 0.10192 5.21765 -2.60475
H -0.32255 3.86210 -0.02496
H -1.46012 4.18636 -1.32149
H 0.34447 1.73520 -1.11080
H -0.63520 2.21158 -2.56068
H -3.96571 0.58744 0.19098
H -3.25896 1.46555 -2.13082
H -2.94673 2.89333 -0.08023
H -2.28646 3.60606 2.80080
H 0.41100 2.34737 2.02189
C -4.78176 -4.64965 -0.99440
S -3.21234 -4.97519 -0.19182
O -3.50580 -5.80662 1.01964
C -2.94384 -3.29272 0.36041
H -5.16678 -5.59031 -1.38799
H -5.48160 -4.23865 -0.26332
H -4.62726 -3.95182 -1.81158
H -3.77705 -2.97736 0.98992
H -2.84993 -2.63474 -0.50366
H -2.02124 -3.26515 0.93566
C 0.43709 1.04648 9.02894
S 1.04106 1.36008 7.36299
O 2.48886 1.02982 7.35463
C 0.92541 3.14860 7.47634
H 0.46923 -0.02717 9.20019
H 1.07597 1.55448 9.75174
H -0.59077 1.39933 9.11212
H 1.53290 3.49836 8.31194
H -0.11674 3.43460 7.61251
H 1.30018 3.56707 6.54639
C -6.20128 -5.49939 5.08174
S -5.69192 -5.20583 3.37712
O -6.43114 -4.00222 2.91484
C -6.53063 -6.63162 2.68018
H -5.80656 -4.68919 5.69058
H -7.29024 -5.51230 5.14832
H -5.78759 -6.44886 5.42248
H -7.59705 -6.57652 2.90475
H -6.09751 -7.54234 3.09335
H -6.37255 -6.60932 1.60470
C -6.02777 -5.23470 -5.14943
S -4.35123 -5.56160 -4.60123
O -3.85502 -4.32658 -3.94547
C -3.61855 -5.59846 -6.24401
H -6.65799 -5.13456 -4.27148
H -6.04386 -4.30714 -5.72355
H -6.38409 -6.06317 -5.75333
H -3.80383 -4.64893 -6.74598
H -4.04907 -6.42280 -6.81305
H -2.54761 -5.75147 -6.13070
C -11.13344 -6.38048 -4.48560
S -10.10554 -6.12524 -5.93734
O -8.69540 -6.32427 -5.50867
C -10.37017 -4.35097 -6.04394
H -11.07465 -7.43203 -4.21441
H -10.76405 -5.76714 -3.66398
H -12.16485 -6.12048 -4.72315
H -10.05310 -3.87695 -5.11519
H -11.42532 -4.15422 -6.23287
H -9.77434 -3.97232 -6.87132
```

Its net charge is -1. Its lowest unoccupied orbital energy is 1.6 eV. The calculation puts the gap between HOMO and LUMO at 6.6 eV. Its energy above the lowest of the compared OMol25 structures with the same formula, charge and spin is 70.85 kJ/mol. The HOMO energy comes out at -5.0 eV.

Atomic partial charges in e from the Löwdin method, atoms 1 to 5: -0.1119 -0.2693 -0.2247 -0.1931 -0.2130

=====

This record from the OMol25 dataset describes a 2-piece molecular cluster, C4H12NS2 overall in a non-equilibrium geometry. The level of theory is ωB97M-V/def2-TZVPD.

XYZ file:
```
19
C4H12NS2 | the OMol25 dataset | ωB97M-V/def2-TZVPD
N -1.86696 -0.86092 -1.10480
C -1.34193 0.43881 -1.43385
C -1.59646 1.54515 -0.34669
S -1.14035 1.23561 1.30438
S 1.03462 -1.58388 -0.63323
C 1.65604 -1.07578 1.08532
C 2.44798 0.21813 0.94210
H -0.34400 -1.77009 -0.00455
H -0.96453 -1.34435 -0.63443
H -2.51245 -0.76867 -0.29739
H -0.27030 0.30399 -1.56070
H -1.86202 0.76962 -2.32434
H -1.10903 2.50296 -0.55529
H -2.70443 1.70248 -0.21290
H 2.08652 -1.99645 1.47324
H 0.74916 -1.03279 1.66948
H 1.85482 1.01156 1.40943
H 3.44239 0.20852 1.34175
H 2.44094 0.49608 -0.11752
```

Its net charge is +2. As for the expectation value of S²: 1.7419. Its lowest unoccupied orbital energy (spin up / spin down) is -12.9 / -13.3 eV. As for the spin multiplicity: 2. The calculation puts the gap between HOMO and LUMO (spin up / spin down) at 5.9 / 5.3 eV. Its energy above the lowest of the compared OMol25 structures with the same formula, charge and spin is 739.86 kJ/mol. The HOMO energy (spin up / spin down) comes out at -18.8 / -18.6 eV.

Atomic partial charges in e from the Löwdin method, atoms 1 to 5: 0.0093 -0.2817 -0.4835 1.1598 1.1468